The following is a DFT calculation (wB97M-V/def2-TZVPD) of C5H11NO in the gas phase.

The energy above the lowest of the compared OMol25 structures with the same formula, charge and spin comes out at 1.9862 eV. The total energy is -8899.711 eV. Its LUMO energy is 1.1 eV. As for the highest occupied orbital energy: -0.34335 Eh. The HOMO-LUMO gap comes out at 0.3841 Ha. Its total charge is 0. As for the SMILES: CCN1C[C@H]1CO.

CARTESIAN COORDINATES (ANGSTROEM)
C -2.0307 -0.3601 -0.9322
C -1.5215 -0.2029 0.4924
N -0.0720 -0.3664 0.5904
C 0.6392 0.5990 1.4213
C 0.7645 0.6316 -0.0529
C 1.9863 0.0442 -0.7370
O 2.5431 -0.9976 0.0267
H -3.1211 -0.2705 -0.9504
H -1.7586 -1.3337 -1.3487
H -1.6231 0.4191 -1.5876
H -1.8357 0.7813 0.8775
H -1.9764 -0.9585 1.1446
H 0.0450 1.3836 1.8914
H 1.4560 0.2046 2.0191
H 0.2707 1.4511 -0.5783
H 1.6918 -0.3118 -1.7385
H 2.7615 0.8074 -0.8645
H 1.7809 -1.5205 0.3266

The following is a DFT calculation (wB97M-V/def2-TZVPD) of 2 unconnected molecules or ions with the total composition C24H44N2O4S at a distorted geometry.

The energy above the lowest of the compared OMol25 structures with the same formula, charge and spin comes out at 5.5602 eV. The total energy is -47604.914 eV. Its LUMO energy is 0.4 eV. As for the highest occupied orbital energy: -0.35300 Eh. The HOMO-LUMO gap comes out at 0.3670 Ha. Its total charge is 0. As for the SMILES: COCCCCCCCCCC[C@H](C#N)[C@@H](C#N)CCCCOC.O=S1(=O)CCCC1.

CARTESIAN COORDINATES (ANGSTROEM)
C 1.9339 1.6839 -1.3883
O 1.2867 2.8350 -1.8566
C 0.2262 3.2383 -1.0041
C -1.1313 2.7744 -1.5509
C -2.1191 2.3069 -0.4858
C -1.7775 0.9468 0.1252
C -2.6619 -0.1952 -0.3564
C -2.5153 -0.5673 -1.8213
C -1.1041 -0.9112 -2.2585
C -0.6007 -2.2415 -1.7110
C -0.7903 -3.3997 -2.6904
C 0.4054 -3.6800 -3.5842
C 1.7294 -3.9244 -2.8465
C 2.6830 -4.3348 -3.8618
N 3.4262 -4.6843 -4.6954
C 1.6257 -4.9984 -1.7167
C 2.2042 -6.2695 -2.1018
N 2.7189 -7.3154 -2.3072
C 2.3602 -4.5511 -0.4107
C 1.3837 -4.4188 0.7509
C 2.0041 -3.6425 1.9202
C 1.5701 -2.1908 1.9497
O 0.3929 -2.1172 2.7208
C -0.0331 -0.7761 2.9115
H 2.7269 1.4142 -2.0696
H 1.2412 0.8422 -1.3471
H 2.3360 1.8244 -0.3898
H 0.2617 4.3167 -0.9489
H 0.3685 2.8563 -0.0004
H -1.5905 3.6057 -2.0709
H -0.9752 1.9705 -2.2588
H -3.1277 2.2806 -0.8867
H -2.1183 3.0421 0.3022
H -1.9427 1.0306 1.1927
H -0.7192 0.7405 0.0099
H -3.6854 0.1320 -0.2097
H -2.5123 -1.0464 0.3010
H -2.8785 0.2488 -2.4349
H -3.1675 -1.4119 -2.0313
H -1.1102 -0.9818 -3.3427
H -0.4249 -0.1057 -2.0239
H 0.4386 -2.1438 -1.4180
H -1.1232 -2.4933 -0.7948
H -1.6044 -3.1252 -3.3519
H -1.1179 -4.2981 -2.1852
H 0.5531 -2.8686 -4.2872
H 0.1951 -4.5618 -4.1772
H 2.1141 -3.0036 -2.4375
H 0.5973 -5.2099 -1.4654
H 3.1139 -5.2918 -0.1920
H 2.8557 -3.5994 -0.5589
H 0.5219 -3.8689 0.3873
H 1.0463 -5.3947 1.0717
H 1.6660 -4.0769 2.8511
H 3.0828 -3.7087 1.8632
H 1.3630 -1.8539 0.9314
H 2.3431 -1.5709 2.3961
H 0.2639 -0.1700 2.0646
H 0.3782 -0.3728 3.8301
H -1.1102 -0.7622 2.9719
C -0.0260 6.6246 2.8068
C -1.5170 6.6730 3.1695
C -2.0851 5.2629 2.9607
S -0.7139 4.1304 3.2250
O -0.4248 3.4611 1.9776
O -0.9252 3.3792 4.4340
C 0.5319 5.3846 3.4989
H 0.4976 7.5248 3.1231
H 0.0900 6.5306 1.7250
H -1.6287 6.9643 4.2152
H -2.0552 7.4028 2.5676
H -2.8749 5.0211 3.6665
H -2.4413 5.1160 1.9427
H 1.4803 5.0427 3.0917
H 0.6157 5.5306 4.5750

The following is a DFT calculation (wB97M-V/def2-TZVPD) of a molecular structure, C25H29CoN4S4 at a distorted geometry.

The energy above the lowest of the compared OMol25 structures with the same formula, charge and spin comes out at 0.0000 eV. The total energy is -113318.221 eV. Its LUMO energy (alpha / beta) is -4.4 / -4.2 eV. As for the highest occupied orbital energy (alpha / beta): -0.35640 / -0.35930 Eh. The HOMO-LUMO gap (alpha / beta) comes out at 0.1962 / 0.2033 Ha. The spin multiplicity is 2. Its total charge is +1.

CARTESIAN COORDINATES (ANGSTROEM)
Co -0.3943 -0.1938 -0.9693
C 3.3444 -0.1432 -0.2224
C 3.3263 0.0242 1.2996
S 1.7142 -0.3807 2.0344
C 1.6814 0.6684 3.5223
C 0.2309 0.8383 3.9613
S -0.8797 1.4280 2.6464
C -0.1320 3.0478 2.2873
C -0.8127 3.6604 1.0746
S -0.6943 2.7102 -0.4824
C 0.9709 3.1691 -1.0467
C 2.0718 2.2827 -0.4974
S 1.9696 0.5954 -1.1764
H 3.3306 -1.1918 -0.5154
H 4.2508 0.3256 -0.6054
H 3.5685 1.0495 1.5804
H 4.0764 -0.6387 1.7301
H 2.1495 1.6278 3.2979
H 2.2551 0.1792 4.3093
H 0.1606 1.5191 4.8088
H -0.1968 -0.1260 4.2395
H 0.9342 2.9197 2.1095
H -0.2705 3.6918 3.1569
H -0.4002 4.6461 0.8611
H -1.8842 3.7513 1.2547
H 1.1404 4.2043 -0.7500
H 0.9382 3.1205 -2.1358
H 2.0071 2.2092 0.5857
H 3.0483 2.6783 -0.7815
C 2.3957 -4.6732 -0.6330
C 2.1142 -3.7044 -1.5858
C 1.0588 -2.8324 -1.3937
C 0.2775 -2.8566 -0.2212
C 0.5692 -3.8551 0.7179
C 1.6050 -4.7490 0.5030
N -0.6900 -1.8568 -0.1125
C -1.8527 -1.8684 0.6024
C -2.2881 -2.6870 1.6526
C -3.5754 -2.5428 2.1436
C -4.4818 -1.6235 1.6068
C -4.0870 -0.7872 0.5896
C -2.7811 -0.8946 0.1152
N -2.2294 -0.1268 -0.8669
N -2.9197 0.4426 -1.7599
C -2.1547 0.9577 -2.7664
C -2.7171 1.7334 -3.7807
C -1.9212 2.1411 -4.8264
C -0.5817 1.7567 -4.8534
C -0.0827 1.0146 -3.8044
N -0.8303 0.6341 -2.7648
H 3.2084 -5.3712 -0.7804
H 2.7101 -3.6441 -2.4883
H 0.7882 -2.1235 -2.1709
H 0.0142 -3.9214 1.6377
H 1.8028 -5.5109 1.2458
H -1.6522 -3.4354 2.0920
H -3.8929 -3.1735 2.9636
H -5.4932 -1.5726 1.9842
H -4.7490 -0.0463 0.1630
H -3.7629 1.9958 -3.7119
H -2.3250 2.7544 -5.6201
H 0.0588 2.0279 -5.6795
H 0.9603 0.7257 -3.7743

The following is a DFT calculation (wB97M-V/def2-TZVPD) of C2H4N4OS in the gas phase at a distorted geometry.

The energy above the lowest of the compared OMol25 structures with the same formula, charge and spin comes out at 0.0000 eV. The total energy is -20975.969 eV. Its LUMO energy (alpha / beta) is 0.8 / -2.4 eV. As for the highest occupied orbital energy (alpha / beta): -0.18452 / -0.34247 Eh. The HOMO-LUMO gap (alpha / beta) comes out at 0.2128 / 0.2557 Ha. The spin multiplicity is 3. Its total charge is 0.

CARTESIAN COORDINATES (ANGSTROEM)
C 0.0734 0.1874 0.4405
C 0.6876 1.4987 -0.5506
N -0.5328 -0.6114 -0.3532
N 0.1575 1.0905 -1.7101
N -0.4432 -0.1985 -1.6445
N -0.1798 -1.5659 2.4685
O 1.3572 2.4377 -0.2467
S 0.3424 0.0215 2.1261
H 0.4856 1.3819 -2.6180
H -1.3428 -0.2326 -2.1257
H 0.4871 -2.2550 2.1399
H -1.0921 -1.7543 2.0737

The following is a DFT calculation (wB97M-V/def2-TZVPD) of a molecular structure, C16H20ClN4O2Pd at a distorted geometry.

The energy above the lowest of the compared OMol25 structures with the same formula, charge and spin comes out at 0.0000 eV. The total energy is -42963.488 eV. Its LUMO energy (alpha / beta) is -2.2 / -5.7 eV. As for the highest occupied orbital energy (alpha / beta): -0.39788 / -0.42403 Eh. The HOMO-LUMO gap (alpha / beta) comes out at 0.3152 / 0.2159 Ha. The spin multiplicity is 3. Its total charge is +1.

CARTESIAN COORDINATES (ANGSTROEM)
Pd -1.3696 0.1152 -0.7916
Cl 2.7542 -5.3524 0.2839
C 1.7627 -3.9948 0.3635
C 0.6134 -3.9892 1.1681
C -0.0746 -2.8284 1.3238
C 0.3052 -1.6700 0.6638
O -0.4718 -0.6208 0.7860
C 1.4599 -1.6181 -0.1245
C 1.9415 -0.4368 -0.9111
O 2.8327 0.3614 -0.7970
C 2.2720 -2.7960 -0.1901
H 0.4335 -4.9096 1.8253
H -0.9999 -2.6072 1.9256
H 1.2487 -0.3512 -1.8292
H 3.2583 -2.7081 -0.6375
C -4.7407 -3.4409 -2.1502
N -3.5992 -2.7565 -2.8277
C -3.2325 -3.2865 -4.1317
C -2.6443 -2.2082 -2.1475
N -1.7523 -1.6489 -1.5437
H -4.3801 -4.3843 -1.7266
H -5.4024 -3.7995 -2.9894
H -5.2275 -2.8814 -1.3991
H -3.8864 -3.0561 -4.9708
H -3.0273 -4.3681 -4.1861
H -2.3369 -2.7994 -4.4217
N -0.9067 1.8690 -0.0838
C -0.3684 2.8080 0.3445
N 0.1913 3.8074 0.9949
C 0.1467 3.7899 2.4851
C 1.4177 3.2228 3.0449
C 2.6748 3.3523 2.1713
C 2.6086 4.5110 1.1382
C 1.2542 4.6595 0.3961
H -0.7119 3.1967 2.7997
H 0.0123 4.8727 2.7094
H 1.2493 2.1598 3.2786
H 1.6058 3.7442 3.9459
H 2.8909 2.3924 1.6494
H 3.5824 3.5793 2.7545
H 3.4137 4.4944 0.3842
H 2.8330 5.4343 1.6733
H 1.4379 4.4508 -0.6795
H 0.9315 5.6912 0.4286